Version 1
C26H36CsFN8O4S2 | ωB97M-V/def2-TZVPD

Geometry (Å):
Cs -0.82 0.10 -0.04
C -1.69 2.63 -3.00
C -0.36 2.92 -3.70
C -0.15 1.95 -4.86
C 0.78 2.93 -2.70
C 1.03 4.07 -1.93
C 2.04 4.08 -0.99
C 2.83 2.95 -0.75
C 3.91 2.98 0.29
C 2.56 1.81 -1.49
C 1.56 1.81 -2.46
H -2.53 2.81 -3.68
H -1.83 3.21 -2.09
H -1.72 1.57 -2.73
H -0.41 3.94 -4.12
H -0.20 0.91 -4.52
H 0.82 2.11 -5.35
H -0.94 2.09 -5.60
H 0.41 4.95 -2.06
H 2.21 4.98 -0.40
H 3.50 3.19 1.28
H 4.65 3.76 0.07
H 4.43 2.02 0.35
H 3.12 0.90 -1.30
H 1.36 0.90 -3.01
N -0.31 4.03 3.24
C -1.76 3.93 3.12
C -2.31 2.88 2.14
C -1.72 3.13 0.75
O -2.32 3.94 0.01
O -0.65 2.51 0.49
H 0.09 4.20 2.32
H 0.11 3.14 3.51
H -2.13 4.90 2.78
H -2.18 3.76 4.12
H -3.39 3.00 2.09
H -2.07 1.86 2.49
N -1.28 -1.57 3.84
H -1.86 -1.72 3.02
H -0.35 -1.87 3.56
H -1.20 -0.57 3.95
N 3.90 -0.92 2.30
C 3.92 0.21 3.03
C 2.78 1.09 2.94
N 2.69 2.20 3.62
C 3.74 2.51 4.42
C 4.84 1.69 4.49
N 4.95 0.53 3.81
H 2.89 -1.31 1.98
H 4.67 -1.54 2.51
H 1.98 0.82 2.25
H 3.68 3.43 4.99
H 5.67 1.96 5.12
F 1.68 -1.63 1.58
N -1.83 -8.24 0.83
C -2.05 -6.89 0.49
C -3.18 -6.52 -0.23
C -3.41 -5.19 -0.53
C -2.53 -4.22 -0.11
C -1.40 -4.57 0.63
C -1.17 -5.90 0.93
S -2.75 -2.50 -0.50
O -4.08 -2.38 -1.06
O -2.48 -1.81 0.75
N -1.59 -2.13 -1.48
C -1.58 -2.48 -2.79
S -2.73 -3.55 -3.56
C -1.87 -3.41 -5.04
C -0.81 -2.58 -4.86
N -0.64 -2.06 -3.60
H -2.23 -8.89 0.17
H -0.86 -8.45 1.01
H -3.87 -7.29 -0.57
H -4.29 -4.89 -1.09
H -0.69 -3.81 0.95
H -0.29 -6.18 1.50
H -2.18 -3.91 -5.94
H -0.11 -2.30 -5.64

Results
Charge: -2
Molecular weight (g/mol): 740.7
2S+1: 1

---

Version 2
C26H36CsFN8O4S2 | ωB97M-V/def2-TZVPD

Geometry (Å):
Cs 1.70 1.03 -0.90
C -0.76 5.79 -0.50
C -1.89 4.80 -0.30
C -3.24 5.51 -0.28
C -1.72 3.92 0.93
C -2.41 2.71 1.02
C -2.23 1.86 2.10
C -1.38 2.19 3.15
C -1.19 1.24 4.30
C -0.71 3.41 3.07
C -0.87 4.26 1.98
H -0.90 6.33 -1.44
H 0.20 5.28 -0.55
H -0.73 6.54 0.30
H -1.88 4.12 -1.16
H -3.31 6.17 0.60
H -4.07 4.80 -0.22
H -3.37 6.12 -1.17
H -3.03 2.40 0.19
H -2.73 0.89 2.13
H -1.19 0.20 3.96
H -2.00 1.35 5.03
H -0.25 1.45 4.81
H -0.02 3.68 3.86
H -0.29 5.17 1.94
N -3.09 -0.62 -0.54
C -3.47 -1.95 -0.04
C -2.33 -2.67 0.67
C -2.12 -2.16 2.11
O -3.13 -2.24 2.85
O -1.00 -1.65 2.37
H -2.36 -0.73 -1.24
H -2.66 -0.10 0.21
H -3.86 -2.54 -0.88
H -4.29 -1.83 0.67
H -1.40 -2.53 0.11
H -2.55 -3.74 0.71
N -0.06 -2.86 -2.67
H 0.95 -2.77 -2.65
H -0.34 -3.06 -1.71
H -0.39 -1.91 -2.86
N -2.26 -0.55 -7.18
C -1.86 0.11 -6.01
C -1.38 -0.60 -4.91
N -0.97 0.01 -3.82
C -1.01 1.35 -3.80
C -1.50 2.04 -4.90
N -1.93 1.43 -6.00
H -2.60 -1.49 -7.04
H -2.87 0.01 -7.75
H -1.33 -1.69 -4.92
H -0.64 1.87 -2.92
H -1.53 3.12 -4.88
F 0.74 2.89 -1.95
N 2.61 -6.42 2.77
C 2.92 -5.34 1.93
C 4.16 -5.25 1.31
C 4.46 -4.19 0.46
C 3.50 -3.21 0.23
C 2.25 -3.30 0.84
C 1.96 -4.35 1.68
S 3.81 -1.80 -0.77
O 5.20 -1.86 -1.19
O 2.80 -1.82 -1.82
N 3.45 -0.58 0.14
C 4.13 -0.26 1.28
S 5.41 -1.22 2.04
C 5.53 -0.07 3.31
C 4.63 0.93 3.09
N 3.86 0.83 1.96
H 3.41 -6.82 3.23
H 1.87 -6.22 3.43
H 4.91 -6.02 1.50
H 5.43 -4.10 0.00
H 1.51 -2.52 0.69
H 0.99 -4.39 2.17
H 6.21 -0.18 4.13
H 4.50 1.78 3.74

Results
Charge: -2
Molecular weight (g/mol): 740.7
2S+1: 1

---

What are the relative energies? In kJ/mol: version 1 0.0; version 2 63.8.

---

Version 1
CH2N4OS | ωB97M-V/def2-TZVPD

Geometry (Å):
C 0.83 -0.66 0.13
H 1.25 1.58 -0.43
H -2.16 0.34 0.38
N -0.01 0.45 0.41
N -1.20 0.07 -0.04
N -1.29 -1.24 -0.19
N -0.12 -1.66 -0.04
O 0.34 1.65 -0.19
S 2.38 -0.54 -0.02

Results
Charge: 0
Molecular weight (g/mol): 118.1
2S+1: 1

---

Version 2
CH2N4OS | ωB97M-V/def2-TZVPD

Geometry (Å):
C 0.78 -0.62 0.12
H 1.24 1.61 -0.44
H -2.15 0.43 0.31
N -0.04 0.47 0.24
N -1.30 0.02 -0.09
N -1.27 -1.32 -0.09
N -0.06 -1.74 0.02
O 0.38 1.74 -0.05
S 2.39 -0.58 -0.01

Results
Charge: 0
Molecular weight (g/mol): 118.1
2S+1: 1

---

What are the relative energies? In kJ/mol: version 1 71.9; version 2 0.0.

---

Version 1
C17H30FN3O6S | ωB97M-V/def2-TZVPD

Geometry (Å):
C -2.68 -2.61 3.39
C -2.19 -2.38 1.97
C -3.24 -1.54 1.22
C -3.06 -1.56 -0.28
O -3.53 -2.45 -0.97
N -2.37 -0.53 -0.84
C -2.11 0.85 -0.45
C -1.26 0.98 -1.73
F -1.68 1.97 -2.62
C 0.23 1.12 -1.43
O 0.94 0.13 -1.46
N 0.72 2.35 -1.14
C 2.14 2.45 -0.84
C 2.96 2.60 -2.11
S 4.69 2.53 -1.76
O 5.42 2.58 -2.98
O 4.97 3.39 -0.67
O 4.82 1.03 -1.20
C -0.11 3.50 -0.82
C 0.30 4.70 -1.66
N -0.42 4.90 -2.79
O 1.23 5.41 -1.33
C -1.69 -0.43 -2.13
C -0.79 -1.75 1.96
C 0.38 -2.72 1.71
C 0.38 -3.86 2.72
C 1.68 -1.93 1.85
C 0.31 -3.28 0.30
H -2.79 -1.67 3.93
H -3.65 -3.12 3.40
H -1.98 -3.23 3.95
H -2.15 -3.35 1.48
H -4.23 -1.96 1.41
H -3.26 -0.52 1.60
H -3.01 1.47 -0.44
H -1.55 0.95 0.49
H 2.31 3.30 -0.19
H 2.46 1.57 -0.30
H 2.76 1.80 -2.83
H 2.78 3.56 -2.61
H 5.15 0.49 -1.93
H -1.16 3.29 -0.94
H 0.05 3.78 0.23
H -1.15 4.26 -3.07
H -0.16 5.67 -3.38
H -0.88 -1.14 -2.25
H -2.37 -0.47 -2.98
H -0.72 -0.97 1.19
H -0.62 -1.23 2.91
H -0.50 -4.49 2.62
H 1.26 -4.49 2.58
H 0.41 -3.48 3.75
H 1.73 -1.11 1.13
H 1.78 -1.51 2.86
H 2.55 -2.57 1.68
H 0.30 -2.48 -0.44
H 1.18 -3.91 0.09
H -0.58 -3.90 0.14

Results
Charge: 0
Molecular weight (g/mol): 423.5
2S+1: 1

---

Version 2
C17H30FN3O6S | ωB97M-V/def2-TZVPD

Geometry (Å):
C -2.88 -2.17 3.43
C -2.53 -0.95 2.58
C -1.57 -0.03 3.35
C -1.47 1.30 2.64
O -2.39 2.11 2.62
N -0.35 1.53 1.92
C 0.95 0.89 1.79
C 1.29 1.97 0.73
F 2.37 2.77 1.08
C 1.41 1.40 -0.68
O 0.38 1.17 -1.30
N 2.63 1.05 -1.20
C 2.59 0.25 -2.42
C 2.39 1.14 -3.64
S 2.48 0.24 -5.15
O 2.15 1.11 -6.23
O 3.68 -0.53 -5.14
O 1.28 -0.81 -4.98
C 3.90 1.14 -0.52
C 4.13 -0.03 0.43
N 5.36 -0.04 1.01
O 3.28 -0.86 0.66
C -0.05 2.65 1.04
C -1.96 -1.36 1.20
C -2.91 -1.22 0.00
C -4.21 -1.99 0.22
C -2.19 -1.79 -1.23
C -3.21 0.26 -0.25
H -1.97 -2.74 3.66
H -3.34 -1.87 4.38
H -3.57 -2.83 2.91
H -3.44 -0.36 2.42
H -1.98 0.16 4.34
H -0.59 -0.50 3.46
H 1.60 0.97 2.67
H 0.96 -0.13 1.42
H 3.52 -0.31 -2.49
H 1.76 -0.46 -2.34
H 1.42 1.64 -3.60
H 3.18 1.89 -3.72
H 0.50 -0.48 -5.46
H 4.68 1.14 -1.28
H 3.99 2.08 0.03
H 6.05 0.65 0.81
H 5.58 -0.78 1.65
H -0.73 2.74 0.20
H 0.07 3.60 1.55
H -1.09 -0.76 0.96
H -1.61 -2.40 1.26
H -4.78 -1.59 1.07
H -4.85 -1.92 -0.66
H -4.02 -3.05 0.41
H -1.26 -1.24 -1.41
H -1.95 -2.85 -1.09
H -2.82 -1.70 -2.12
H -2.29 0.80 -0.46
H -3.87 0.36 -1.12
H -3.71 0.73 0.59

Results
Charge: 0
Molecular weight (g/mol): 423.5
2S+1: 1

---

What are the relative energies? In kJ/mol: version 1 26.0; version 2 0.0.